Density functional theory data (ωB97M-V/def2-TZVPD) for a gas-phase ion, C24H27F2N2O (charge -1) at a distorted geometry.

Each line ends with the Löwdin charge.
Positions of all 56 atoms, in Å:
1 C -4.034 -0.627 2.006  -0.05
2 C -3.363 -1.269 0.789  -0.57
3 C -3.151 -2.733 1.081  -0.09
4 C -4.155 -1.089 -0.510  -0.05
5 C -2.002 -0.590 0.554  -0.10
6 C -0.864 -1.290 0.166  0.00
7 C 0.401 -0.648 0.072  -0.22
8 C 1.558 -1.591 0.078  -0.06
9 C 2.902 -0.921 0.270  -0.15
10 C 3.074 0.203 1.105  0.03
11 C 4.358 0.680 1.350  -0.23
12 F 4.561 1.675 2.288  0.02
13 C 5.514 0.208 0.736  0.05
14 C 5.320 -0.945 -0.022  -0.22
15 F 6.455 -1.479 -0.628  0.01
16 C 4.060 -1.514 -0.271  0.04
17 N 1.518 -2.501 -1.453  -0.02
18 C 1.732 -1.726 -2.570  -0.13
19 C 1.899 -2.597 -3.685  -0.19
20 N 1.783 -3.859 -3.224  -0.01
21 C 1.562 -3.794 -1.901  -0.22
22 C 0.452 0.785 -0.019  -0.02
23 C -0.658 1.592 0.256  -0.08
24 C -0.700 3.155 0.139  -0.56
25 C -1.406 3.484 -1.175  -0.05
26 C 0.716 3.672 0.124  -0.09
27 C -1.420 3.735 1.359  -0.05
28 C -1.945 0.890 0.508  -0.31
29 O -3.016 1.550 0.540  -0.09
30 H -4.173 0.442 1.832  0.07
31 H -4.993 -1.104 2.181  0.07
32 H -3.379 -0.769 2.873  0.09
33 H -2.691 -3.265 0.237  0.08
34 H -2.536 -2.848 1.985  0.09
35 H -4.115 -3.213 1.272  0.08
36 H -3.610 -1.515 -1.361  0.09
37 H -5.113 -1.591 -0.432  0.07
38 H -4.336 -0.029 -0.705  0.08
39 H -0.897 -2.373 0.028  0.10
40 H 1.441 -2.555 0.576  0.13
41 H 2.270 0.646 1.669  0.12
42 H 6.489 0.698 0.838  0.13
43 H 4.076 -2.427 -0.889  0.13
44 H 1.770 -0.640 -2.622  0.11
45 H 2.100 -2.347 -4.744  0.09
46 H 1.411 -4.654 -1.283  0.09
47 H 1.397 1.304 -0.262  0.09
48 H -2.450 3.176 -1.147  0.08
49 H -1.370 4.548 -1.349  0.07
50 H -0.911 2.982 -2.008  0.09
51 H 1.210 3.436 1.077  0.09
52 H 1.304 3.269 -0.713  0.08
53 H 0.709 4.761 0.010  0.08
54 H -0.885 3.427 2.259  0.08
55 H -1.427 4.814 1.296  0.07
56 H -2.444 3.375 1.418  0.07

Its spin multiplicity is 1. As for the structure (SMILES): CC(C)(C)c1cc([C@H](c2cc(F)cc(F)c2)n2ccnc2)cc(C(C)(C)C)c1[O-]. For the HOMO-LUMO gap, the calculation gives 6.46 eV. The value obtained for the HOMO energy is -3.6 eV. For the total energy, the calculation gives -35789.2239 eV. The total charge is -1. For the LUMO energy, the calculation gives 2.812 eV.

=====

Density functional theory data (ωB97M-V/def2-TZVPD) for a single C8H14BFO5 molecule.

Each line ends with the Löwdin charge.
Positions of all 29 atoms, in Å:
1 C -1.714 3.041 -2.216  -0.06
2 C -1.662 2.747 -0.724  -0.20
3 O -1.233 1.387 -0.539  0.10
4 B -0.256 1.048 0.330  -0.54
5 O 0.244 1.918 1.284  0.18
6 C 0.315 -0.470 0.240  -0.29
7 O 0.183 -1.000 1.534  -0.06
8 C 0.976 -2.140 1.888  -0.25
9 C 0.161 -3.050 2.791  -0.06
10 C 1.716 -0.386 -0.397  0.02
11 C 1.341 -0.210 -1.850  -0.44
12 O 1.915 0.368 -2.722  0.15
13 O 0.151 -0.846 -2.070  0.12
14 C -0.419 -1.259 -0.851  -0.23
15 F -0.197 -2.628 -0.721  0.04
16 H -2.561 2.535 -2.683  0.08
17 H -0.786 2.707 -2.689  0.08
18 H -1.807 4.117 -2.380  0.08
19 H -2.653 2.839 -0.270  0.13
20 H -0.979 3.431 -0.216  0.12
21 H 1.128 2.254 1.092  0.12
22 H 1.276 -2.698 0.999  0.11
23 H 1.867 -1.776 2.416  0.13
24 H -0.046 -2.583 3.754  0.08
25 H 0.710 -3.985 2.945  0.08
26 H -0.778 -3.306 2.289  0.08
27 H 2.255 -1.339 -0.341  0.14
28 H 2.356 0.405 -0.009  0.14
29 H -1.501 -1.121 -0.883  0.17

Its spin multiplicity is 1. As for the structure (SMILES): CCOB(O)[C@]1(OCC)CC(=O)O[C@H]1F. For the HOMO-LUMO gap, the calculation gives 10.32 eV. As for the energy above the lowest of the compared OMol25 structures with the same formula, charge and spin: 0.0 kJ/mol. The value obtained for the HOMO energy is -10.0 eV. For the total energy, the calculation gives -22156.7171 eV. For the LUMO energy, the calculation gives 0.365 eV.

=====

Density functional theory data (ωB97M-V/def2-TZVPD) for a molecular structure, C29H23BrN5ORhS.

Each line ends with the Löwdin spin population.
Positions of all 61 atoms, in Å:
1 Rh 1.465 0.666 1.594  2.38
2 C 0.244 4.016 2.449  0.00
3 C 1.481 3.192 2.255  0.03
4 C 2.214 3.263 1.064  0.06
5 C 3.408 2.558 0.906  0.07
6 C 3.903 1.762 1.941  0.05
7 C 3.175 1.652 3.127  0.03
8 C 1.966 2.356 3.281  0.02
9 H 0.526 5.038 2.707  0.00
10 H -0.373 3.632 3.260  0.00
11 H -0.352 4.063 1.538  0.00
12 H 1.848 3.881 0.254  0.00
13 H 3.954 2.634 -0.024  0.00
14 H 4.836 1.228 1.827  0.00
15 H 3.548 1.046 3.942  0.00
16 H 1.432 2.300 4.221  0.00
17 Br -4.076 -3.835 -7.099  0.03
18 C -4.243 -2.448 -5.863  0.08
19 C -3.839 -2.660 -4.540  -0.01
20 C -3.950 -1.642 -3.625  0.06
21 C -4.469 -0.402 -4.035  0.03
22 C -4.925 -0.214 -5.348  0.06
23 C -4.786 -1.230 -6.268  -0.01
24 N -4.657 0.655 -3.165  0.24
25 N -4.099 0.846 -2.087  0.17
26 C -2.807 0.692 -1.740  0.09
27 C -1.749 0.602 -2.679  0.03
28 C -0.442 0.557 -2.289  0.04
29 C -0.090 0.610 -0.914  0.07
30 O 1.116 0.596 -0.531  0.20
31 C -1.167 0.722 0.066  0.03
32 N -0.795 0.782 1.369  0.08
33 C -1.722 0.954 2.291  0.00
34 C -3.083 1.067 1.977  0.01
35 C -3.476 0.985 0.666  0.00
36 C -2.501 0.802 -0.333  0.02
37 H -3.457 -3.627 -4.247  0.00
38 H -3.664 -1.803 -2.594  0.00
39 H -5.368 0.734 -5.621  0.00
40 H -5.109 -1.094 -7.290  0.00
41 H -1.992 0.587 -3.733  0.00
42 H 0.359 0.499 -3.013  0.00
43 H -1.385 1.006 3.320  0.00
44 H -3.804 1.219 2.768  0.00
45 H -4.517 1.070 0.387  0.00
46 N -0.011 -2.040 3.229  0.00
47 C 1.239 -2.256 2.786  0.02
48 N 1.856 -1.450 1.949  0.08
49 C 3.130 -1.950 1.625  0.01
50 C 3.997 -1.414 0.681  0.00
51 C 5.224 -2.027 0.488  0.00
52 C 5.580 -3.166 1.210  0.00
53 C 4.705 -3.729 2.124  0.00
54 C 3.479 -3.110 2.311  0.00
55 S 2.151 -3.625 3.323  0.01
56 H -0.594 -1.397 2.721  0.00
57 H -0.454 -2.703 3.840  0.00
58 H 3.699 -0.561 0.082  0.00
59 H 5.908 -1.629 -0.249  0.00
60 H 6.542 -3.629 1.041  0.00
61 H 4.969 -4.628 2.664  0.00

Its spin multiplicity is 5. The expectation value of S² is 6.07. For the HOMO-LUMO gap (alpha / beta), the calculation gives 6.24 / 6.00 eV. As for the energy above the lowest of the compared OMol25 structures with the same formula, charge and spin: 0.9 kJ/mol. The value obtained for the HOMO energy (alpha / beta) is -12.9 / -13.6 eV. For the total energy, the calculation gives -123814.5880 eV. The total charge is +2. For the LUMO energy (alpha / beta), the calculation gives -6.694 / -7.596 eV.

=====

Question: total energy of number 1 (C24H27F2N2O)?
Answer: -35789.2239 eV

=====

Question: Which value of total energy does entry 2 give?
Answer: -22156.7171 eV

=====

Question: The highest total energy belongs to which entry?
Answer: C8H14BFO5